# 1
C22H23Cl3GeN6O2PtS | ωB97M-V/def2-TZVPD

## Properties
expectation value of S² = 0.756
frontier orbital gap (alpha / beta) = 6.049 / 6.172 eV
E_LUMO (alpha / beta) = -0.1389 / -0.1423 Eh
relative energy (zero: lowest compared OMol25 entry of this formula, charge and spin) = 1.680 eV
HOMO level (alpha / beta) = -9.83 / -10.04 eV
net charge = +1
spin multiplicity = 2

Each line ends with the Mulliken charge.
Atoms and positions in Å:
Pt: 0.01647 0.11138 -0.08247  0.39
C: -4.58462 3.82599 -2.20991  -1.25
C: -3.96047 3.49209 -0.90894  0.89
N: -4.14018 4.12171 0.20307  -0.76
N: -3.35413 3.45653 1.09903  0.21
C: -2.67683 2.42869 0.57491  0.32
S: -1.64517 1.40618 1.41820  -0.55
N: -3.06810 2.44719 -0.73256  0.33
N: -2.60800 1.55949 -1.69054  -0.60
H: -5.33782 4.59164 -2.04635  0.36
H: -5.05764 2.94958 -2.65354  0.32
H: -3.84474 4.21209 -2.91315  0.30
H: -3.31931 3.74641 2.06139  0.16
H: -2.41132 2.05191 -2.55157  0.21
H: -3.27904 0.81501 -1.83708  0.23
C: 2.66679 -0.56272 3.56918  -1.54
C: 1.66114 -0.49773 2.46285  0.44
N: 1.65808 0.33711 1.48907  -0.03
O: 2.64717 1.26564 1.36397  -0.40
C: 0.58643 -1.52036 2.39198  0.53
C: 0.39541 -2.57653 3.42681  -1.31
N: -0.12660 -1.45566 1.32793  -0.09
O: -1.04949 -2.47583 1.20872  -0.26
H: 3.40151 0.23745 3.53058  0.50
H: 3.19264 -1.51788 3.55882  0.38
H: 2.15809 -0.47384 4.52985  0.37
H: 3.43451 0.95306 1.83502  0.32
H: 1.19211 -2.57021 4.16339  0.38
H: 0.34448 -3.55870 2.95865  0.36
H: -0.55559 -2.41654 3.93800  0.31
Cl: -2.04806 -4.99034 -0.12225  -0.25
Ge: -1.34535 -3.04159 -0.45532  0.79
Cl: -2.95317 -1.91223 -1.24351  -0.28
Cl: 0.31725 -3.03538 -1.72638  -0.19
C: 0.65078 0.86438 -1.68410  -2.91
C: 1.09660 1.35690 -2.74573  2.80
C: 1.60708 1.81831 -3.90126  0.30
C: 1.08784 1.30469 -5.17936  0.42
C: -0.21767 0.81015 -5.25244  -0.41
C: -0.70763 0.29258 -6.43630  -0.66
C: 0.10747 0.24134 -7.56093  -0.43
C: 1.41393 0.70274 -7.49318  -0.81
C: 1.90313 1.23629 -6.31208  -0.17
C: 2.67738 2.82798 -3.86098  0.47
C: 2.78120 3.80548 -4.85439  -0.09
C: 3.75627 4.78502 -4.76912  -0.75
C: 4.64397 4.79114 -3.70252  -0.43
C: 4.54573 3.82501 -2.70865  -0.62
C: 3.56198 2.85647 -2.77925  -0.65
H: -0.83538 0.83565 -4.36341  0.44
H: -1.72255 -0.07877 -6.48658  0.41
H: -0.27475 -0.16620 -8.48740  0.40
H: 2.05714 0.64140 -8.36057  0.41
H: 2.93049 1.56904 -6.25836  0.56
H: 2.07836 3.81656 -5.67636  0.55
H: 3.82136 5.54637 -5.53465  0.41
H: 5.40995 5.55290 -3.64208  0.40
H: 5.23769 3.83181 -1.87722  0.39
H: 3.47197 2.10422 -2.00602  0.40

=====

# 2
CH4O3 | ωB97M-V/def2-TZVPD

## Properties
frontier orbital gap = 11.598 eV
E_LUMO = 0.0244 Eh
relative energy (zero: lowest compared OMol25 entry of this formula, charge and spin) = 0.550 eV
HOMO level = -10.94 eV
net charge = 0

Each line ends with the Mulliken charge.
Atoms and positions in Å:
O: 2.02356 0.22575 -1.22380  -0.48
C: 1.43182 0.37880 -0.19954  0.22
O: 0.23463 1.02435 -0.10443  -0.39
H: 1.77311 0.15456 0.81752  0.32
H: 0.00635 0.93761 -1.06039  0.31
H: -1.75303 -0.37602 1.13581  0.31
H: -1.99717 -1.62874 0.40110  0.30
O: -1.71926 -0.71632 0.23373  -0.58

=====

# 3
C56H86BCl25N4O6 | ωB97M-V/def2-TZVPD

## Properties
frontier orbital gap = 6.118 eV
E_LUMO = -0.0629 Eh
HOMO level = -7.83 eV
net charge = 0

Each line ends with the Mulliken charge.
Atoms and positions in Å:
C: 2.21332 -6.02601 1.92866  -0.54
C: 1.83010 -5.78800 0.47969  0.03
C: 0.27529 -5.29370 0.23388  -0.21
C: 0.13205 -3.89593 -0.61437  0.73
C: 0.99400 -2.50468 -0.26943  -0.27
C: 2.07061 -2.43654 1.00827  -1.05
C: 0.84483 -1.12614 -1.14743  0.40
C: -0.22592 -1.15937 -2.42757  0.35
C: -1.15267 -2.45418 -2.81971  -0.11
C: -2.21235 -2.35361 -4.07920  -0.56
C: -3.35865 -1.22553 -3.68812  -0.37
C: -4.81286 -1.87881 -3.29312  0.49
C: -5.35135 -1.42532 -1.77984  -0.70
N: -6.64055 -0.62471 -1.83858  -0.33
C: -7.40433 -0.68947 -0.51329  0.56
C: -7.86401 0.66809 0.34506  -0.73
O: -7.77164 -1.87940 0.03787  -0.57
C: -0.95149 -3.82580 -1.88442  -0.19
C: -1.91905 -5.10644 -2.32286  -0.19
C: -1.49346 -5.79728 -3.74761  -0.36
N: -0.23498 -5.24377 -4.37893  -0.57
C: -0.29071 0.26179 -3.30675  0.30
O: -0.36213 0.23241 -4.64229  -0.64
C: -0.20736 1.64587 -2.39627  0.12
C: -1.19274 2.89229 -2.85682  -0.35
O: -2.10812 2.75243 -4.00642  -0.41
C: -1.44811 3.19906 -5.26942  0.54
N: -0.86176 3.25165 -6.44581  -0.62
C: -1.05699 4.27775 -1.93072  0.07
B: -2.01567 5.54324 -2.40063  0.56
N: -2.91233 6.33195 -1.42019  -0.57
O: -2.08904 6.01773 -3.82725  -0.57
C: -0.01761 4.33454 -0.62138  0.47
C: 0.14681 5.68505 0.30308  -0.81
C: -0.46959 5.56293 1.81724  0.60
O: 0.31040 5.92495 2.83886  -0.58
C: 0.92120 3.02715 -0.16653  -0.07
C: 1.92723 3.08606 1.12632  -0.68
C: 1.27330 2.58271 2.54265  -0.63
C: -0.01290 1.57670 2.39869  -0.16
Cl: -1.67285 2.42339 2.58928  -0.12
C: 0.81071 1.67891 -1.11124  0.41
C: 1.69302 0.28260 -0.84842  0.23
O: 2.98120 0.27459 -0.47164  -0.60
H: 1.56855 -6.80386 2.54543  0.16
H: 3.06666 -5.45020 2.48585  0.07
H: 2.62537 -5.98372 -0.36327  0.09
H: -0.29960 -6.20930 -0.21674  0.12
H: -0.22133 -5.08830 1.29792  0.27
H: 1.67290 -3.26061 1.77246  0.24
H: 3.12143 -2.84505 0.63883  0.24
H: 2.12360 -1.37691 1.50437  0.25
H: -1.61649 -2.06248 -5.04992  0.42
H: -2.78149 -3.34873 -4.31430  -0.04
H: -3.44487 -0.44501 -4.58382  0.25
H: -2.98920 -0.62195 -2.75084  0.02
H: -5.60815 -1.43893 -4.04645  0.22
H: -4.73270 -3.05868 -3.33184  -0.50
H: -5.50712 -2.41958 -1.14326  0.33
H: -4.57296 -0.77864 -1.19014  0.32
H: -6.35195 0.38644 -1.91401  0.26
H: -7.65309 1.65669 -0.26157  0.28
H: -7.32027 0.70892 1.40164  0.14
H: -9.01912 0.62246 0.57169  0.28
H: -2.99694 -4.62389 -2.49738  -0.06
H: -2.07781 -5.88087 -1.43498  0.41
H: -1.37018 -6.97850 -3.69692  0.23
H: -2.37017 -5.61945 -4.53800  0.09
H: -0.38114 -4.32140 -4.84456  0.26
H: 0.58398 -5.24795 -3.73189  0.20
H: -3.34649 7.11841 -1.96719  0.22
H: -3.70401 5.69106 -1.11347  0.26
H: -3.06920 6.07031 -4.11100  0.31
H: 1.31661 5.91142 0.37655  0.30
H: -0.32301 6.65935 -0.17598  0.33
H: -1.56848 5.22159 2.07794  -0.03
H: 2.92708 2.45981 0.95451  0.43
H: 2.30085 4.20418 1.30993  0.20
H: 2.12473 1.95382 3.09474  0.35
H: 0.98293 3.44054 3.28946  0.29
H: -0.02076 0.90885 1.43791  -0.09
H: 0.05498 0.81914 3.31887  0.34
Cl: -3.59853 4.99320 3.61271  -0.19
C: -3.10581 6.29094 4.72892  -0.39
C: -3.13660 5.84168 6.18110  -0.38
Cl: -4.79621 5.56249 6.76404  -0.17
H: -3.76027 7.15163 4.55926  0.40
H: -2.08743 6.57797 4.45017  0.24
H: -2.70329 6.61753 6.81950  0.30
H: -2.56484 4.92007 6.33013  0.21
Cl: 2.63272 -9.31611 3.76380  -0.16
C: 3.68098 -9.04950 5.17904  -0.48
C: 3.70108 -7.59229 5.61231  -0.15
Cl: 4.52864 -6.54980 4.42893  -0.19
H: 4.68418 -9.41035 4.93152  0.30
H: 3.28545 -9.67213 5.98718  0.32
H: 4.24487 -7.49271 6.55657  0.06
H: 2.68910 -7.20161 5.75979  0.33
Cl: 6.14635 -6.34701 7.99007  -0.22
C: 7.42287 -6.03114 6.78858  -0.37
C: 8.50847 -5.11552 7.33146  -0.46
Cl: 7.92173 -3.45324 7.58566  -0.18
H: 6.95146 -5.61145 5.89443  0.27
H: 7.85352 -7.00114 6.52245  0.31
H: 9.33445 -5.05368 6.61648  0.32
H: 8.90816 -5.48357 8.28186  0.31
Cl: 2.93506 5.60052 -7.28817  -0.16
C: 2.23728 4.16502 -8.07892  -0.22
C: 3.12315 2.93865 -7.92773  0.05
Cl: 4.63636 3.08310 -8.85584  -0.20
H: 2.06208 4.40847 -9.13150  0.35
H: 1.26748 3.98359 -7.60590  0.03
H: 2.60213 2.05462 -8.30757  0.34
H: 3.38346 2.75610 -6.88017  -0.16
Cl: 2.50902 -9.06358 -0.54055  -0.12
C: 3.37472 -9.28298 -2.08174  -0.46
C: 4.16241 -8.04476 -2.47917  -0.62
Cl: 3.10059 -6.68633 -2.92552  -0.07
H: 2.64188 -9.55738 -2.84695  0.32
H: 4.05558 -10.12839 -1.94431  0.31
H: 4.78166 -8.26319 -3.35442  0.36
H: 4.82115 -7.70965 -1.67156  0.34
Cl: 2.54635 -1.51383 -4.76028  -0.04
C: 3.82287 -1.19796 -5.96176  -0.67
C: 4.90847 -0.28235 -5.41889  -0.44
Cl: 4.32173 1.37993 -5.16468  -0.16
H: 3.35146 -0.77827 -6.85592  0.29
H: 4.25352 -2.16796 -6.22790  0.34
H: 5.73445 -0.22050 -6.13386  0.31
H: 5.30816 -0.65039 -4.46848  0.38
Cl: -2.46494 4.05784 8.90656  -0.13
C: -3.16272 2.62234 8.11581  -0.48
C: -2.27685 1.39598 8.26700  -0.25
Cl: -0.76364 1.54043 7.33890  -0.18
H: -3.33792 2.86579 7.06323  0.25
H: -4.13252 2.44091 8.58884  0.32
H: -2.79787 0.51194 7.88717  0.14
H: -2.01654 1.21342 9.31456  0.34
Cl: -2.57676 6.75398 10.43251  -0.11
C: -1.81315 7.19269 11.98082  -0.51
C: -2.00135 6.11724 13.03892  -0.39
Cl: -3.69615 5.98533 13.57026  -0.18
H: -2.22734 8.15289 12.30384  0.34
H: -0.74696 7.33295 11.77894  0.27
H: -1.40959 6.36127 13.92634  0.30
H: -1.68170 5.13491 12.67654  0.30
Cl: 4.96905 10.91684 -4.85694  -0.20
C: 4.44740 9.21715 -4.96544  -0.34
C: 2.95612 9.09020 -5.23298  -0.19
Cl: 1.97585 9.61364 -3.84117  -0.20
H: 4.73470 8.71370 -4.03707  0.32
H: 5.01210 8.76494 -5.78630  0.22
H: 2.70056 8.04361 -5.42429  0.04
H: 2.65122 9.67941 -6.10381  0.34
Cl: 9.62285 3.75139 -4.69575  -0.20
C: 7.86168 3.50438 -4.59508  -0.32
C: 7.13538 4.04454 -5.81667  -0.06
Cl: 7.18197 5.82322 -5.89535  -0.18
H: 7.50486 3.97444 -3.67334  0.35
H: 7.69798 2.42572 -4.51211  0.18
H: 6.08031 3.75699 -5.77917  -0.08
H: 7.56198 3.65230 -6.74545  0.32
Cl: -4.39265 -1.10871 5.76358  -0.21
C: -5.29010 -0.64293 4.29713  -0.45
C: -4.98154 -1.55563 3.12097  -0.03
Cl: -3.31500 -1.34866 2.52777  -0.10
H: -5.05222 0.40107 4.07051  0.27
H: -6.35408 -0.70312 4.54517  0.37
H: -5.64662 -1.32146 2.28425  -0.18
H: -5.12078 -2.60979 3.38139  0.33
Cl: -5.07715 -5.22874 -4.59514  -0.10
C: -6.83832 -5.47575 -4.49447  -0.59
C: -7.56462 -4.93559 -5.71606  -0.40
Cl: -7.51803 -3.15691 -5.79474  -0.17
H: -7.19514 -5.00569 -3.57273  0.30
H: -7.00202 -6.55441 -4.41150  0.38
H: -8.61969 -5.22314 -5.67856  0.31
H: -7.13802 -5.32783 -6.64484  0.30

=====

For the records above, the corresponding maximum force values read 0.486 2.110 12.144 eV/Å.
For the records above, the corresponding E values read -144379.972 -7244.102 -391422.039 eV.